The following is a quantum chemistry calculation of 2 unconnected molecules or ions with the total composition C2H7NO2S, from the OMol25 dataset.

Properties
Charge: 0
Gap between HOMO and LUMO in eV: 9.223
DFT total energy in eV: -18604.226

Geometry (Å):
1 C 0.681 0.943 -1.022
2 C -1.057 -0.770 0.134
3 N -1.188 0.103 1.039
4 O 0.491 -1.511 2.240
5 O 1.415 -2.140 -0.154
6 S 0.228 -2.089 0.787
7 H 0.874 0.486 -0.119
8 H -0.258 1.679 -0.844
9 H 1.500 1.531 -1.419
10 H -1.986 -0.970 -0.607
11 H -1.830 0.898 0.891
12 H 0.118 -0.621 2.090
13 H 0.349 0.317 -2.030